The following is a DFT calculation (wB97M-V/def2-TZVPD) of C31H32IMoN7O7S3 as an isolated structure.

CARTESIAN COORDINATES (ANGSTROEM)
1 C 0.330 -2.226 -3.775
2 H -2.921 3.457 -5.294
3 H -3.605 3.415 4.174
4 C 2.917 -4.974 2.232
5 C 3.995 -5.266 1.411
6 H 2.828 -1.606 1.844
7 H 1.353 -4.108 4.026
8 C -2.938 2.188 2.447
9 O -1.172 -0.768 -0.759
10 O 5.449 1.433 3.019
11 I -3.832 -0.921 -3.871
12 N -0.478 -2.586 4.213
13 H -3.739 5.822 3.640
14 H -6.490 0.819 -1.936
15 S 0.139 -1.538 1.871
16 H -5.610 2.041 -1.077
17 H -4.084 -1.757 -1.342
18 C -4.693 -1.069 -1.918
19 H -2.811 1.179 2.803
20 S -1.008 2.219 -4.552
21 C 3.789 0.711 -0.041
22 H -0.917 5.066 -3.610
23 H 0.496 -1.297 -4.304
24 C -3.325 3.285 3.143
25 H 4.718 -2.140 0.358
26 H 4.322 -6.292 1.304
27 H 5.477 -4.473 0.079
28 C -0.666 -0.866 -2.000
29 H -2.624 5.470 -3.914
30 H 2.759 2.003 3.525
31 C 4.640 -4.248 0.726
32 N -2.663 2.557 1.144
33 H -4.496 6.037 2.053
34 H -2.756 6.369 2.276
35 Mo -1.699 0.965 -0.086
36 C 0.409 -4.608 -3.661
37 H -0.306 -3.112 5.054
38 O 6.037 0.679 0.920
39 H 0.655 -5.561 -4.112
40 H -5.709 -1.438 -2.022
41 C -3.588 5.733 2.569
42 C -0.138 -4.580 -2.401
43 O -0.201 1.443 0.844
44 N -5.665 1.098 -1.429
45 H 7.211 1.941 2.062
46 N -3.275 4.338 2.263
47 C 2.461 0.999 0.264
48 C -0.236 -2.167 -2.485
49 O -0.973 -3.471 -0.543
50 N -1.253 1.267 -2.098
51 C 4.709 0.903 0.962
52 H 2.404 -5.771 2.757
53 H 4.087 0.350 -1.015
54 H 1.099 -3.445 -5.345
55 C 0.714 1.754 1.882
56 S -2.405 3.650 -2.380
57 O -3.619 0.648 -0.675
58 N 1.404 -3.436 3.274
59 C -4.637 0.289 -1.309
60 H 1.707 0.850 -0.494
61 O 0.266 2.228 2.875
62 C 2.488 -3.660 2.377
63 C 3.143 -2.631 1.714
64 C -2.873 3.864 1.079
65 C -0.453 -3.366 -1.781
66 H -1.228 -1.921 4.207
67 C 2.098 1.463 1.523
68 C -1.906 4.658 -3.810
69 H -2.727 4.487 0.215
70 C 6.563 1.076 2.198
71 H -0.912 -2.638 -0.048
72 C 0.659 -3.420 -4.358
73 H 7.089 0.234 2.642
74 C 0.386 -2.567 3.182
75 N -0.631 0.192 -2.741
76 C 3.052 1.652 2.546
77 C -1.907 3.730 -5.006
78 H -1.400 4.177 -5.860
79 C 4.211 -2.938 0.883
80 C -1.517 2.253 -2.905
81 H -0.326 -5.489 -1.846
82 C 4.347 1.361 2.228

Summary:
Total energy (eV): -99880.444
Spin multiplicity: 3
⟨S²⟩: 2.013
Total charge: +2
ΔE to the lowest compared entry with this formula, charge and spin (kcal per mole): 34.96
E_LUMO (spin up / spin down) (eV): -6.60 / -6.46
Kohn-Sham gap (spin up / spin down) (eV): 5.540 / 5.682

Atomic charges from the Löwdin analysis, expressed in e, are listed below: -0.0281, 0.0879, 0.1388, -0.0233, -0.0697, 0.0664, 0.1505, -0.1151, -0.2992, 0.0564, 0.9784, 0.1023, 0.1015, 0.1438, 0.7457, 0.1402, 0.0677, -0.5004, 0.1152, 1.0134, 0.0283, 0.0920, 0.1123, -0.0184, 0.0971, 0.1114, 0.1091, -0.4062, 0.0946, 0.1427, -0.0746, -0.0994, 0.1018, 0.1041, 1.8441, -0.0438, 0.1155, 0.0574, 0.1174, 0.0655, 0.0244, 0.0068, -0.3370, 0.2437, 0.1452, -0.0991, -0.0187, -0.0993, 0.0490, -0.2363, -0.2132, 0.1171, 0.1312, 0.1110, -0.4825, 0.9557, -0.1999, 0.0698, -0.6017, 0.1046, 0.1471, -0.2441, -0.0469, -0.1463, -0.2447, 0.0871, -0.1718, -0.4681, 0.0916, -0.0842, -0.0015, -0.0661, 0.1449, -0.7947, 0.0307, 0.0976, -0.4789, 0.0969, -0.0663, -0.9099, 0.1281, -0.1941

=====

The following is a DFT calculation (wB97M-V/def2-TZVPD) of C31H32IrN6O as an isolated structure.

CARTESIAN COORDINATES (ANGSTROEM)
1 O 0.883 0.139 -0.241
2 C -1.729 -1.214 3.677
3 H -6.226 1.496 1.151
4 H 5.556 -2.242 1.178
5 C -3.743 2.224 0.120
6 H -4.925 3.653 1.025
7 C 3.703 0.421 -0.609
8 C -0.460 1.125 2.924
9 C 3.395 0.872 -1.883
10 C -1.619 -0.845 2.357
11 H 0.391 3.062 3.259
12 H -5.003 3.618 -0.733
13 N -2.765 1.627 0.092
14 C -4.985 2.989 0.159
15 H 5.047 -3.081 -0.311
16 H 0.542 2.747 -3.309
17 C -2.139 -1.646 1.219
18 H -2.478 -2.198 -3.877
19 H 6.075 2.651 0.265
20 C -6.219 2.077 0.231
21 C -1.852 -0.838 -2.347
22 C -2.907 -2.862 -1.149
23 H 2.209 -4.247 2.276
24 H 3.487 -4.537 1.093
25 C -1.127 0.861 -4.359
26 C -1.185 -0.378 4.650
27 N 3.624 -1.781 0.511
28 C -2.242 -1.648 -1.163
29 H -3.706 -4.410 0.096
30 C 4.654 1.054 0.177
31 H 3.849 2.339 -3.376
32 C 1.675 -0.810 0.174
33 H -3.007 -3.333 2.214
34 H -1.018 3.326 -2.744
35 H 3.839 -3.623 2.558
36 N -1.900 -1.095 0.014
37 H -2.227 -2.131 3.959
38 H 0.094 2.515 -1.624
39 C -1.680 -0.362 -4.672
40 H -3.210 -3.330 -2.075
41 C 5.020 2.626 -1.605
42 H 1.210 2.104 2.022
43 C -0.291 2.517 -2.648
44 H -0.846 1.557 -5.137
45 C 2.706 -2.548 1.106
46 N 2.998 -0.718 -0.092
47 H -6.262 1.402 -0.621
48 H -0.350 2.870 1.673
49 H 5.544 3.486 -2.000
50 H -1.827 -0.647 -5.705
51 Ir -1.027 0.608 -0.031
52 C -0.914 1.210 -3.025
53 H 4.868 0.703 1.179
54 C 5.017 -2.142 0.238
55 H 0.518 -2.336 1.293
56 N -1.275 0.367 -2.053
57 H 5.478 -1.365 -0.361
58 H 2.678 0.334 -2.489
59 C 5.321 2.158 -0.334
60 H -0.125 1.450 5.013
61 N -0.989 0.313 2.000
62 H -7.108 2.703 0.216
63 C 1.458 -1.962 0.930
64 C -2.795 -2.861 1.266
65 C -2.049 -1.233 -3.648
66 C 0.235 2.359 2.444
67 C 4.058 1.986 -2.375
68 C -3.184 -3.463 0.073
69 C 3.080 -3.809 1.797
70 H -1.266 -0.642 5.696
71 C -0.551 0.787 4.272

Summary:
Total energy (eV): -46471.354
Total charge: +3
ΔE to the lowest compared entry with this formula, charge and spin (kcal per mole): 0.00
E_LUMO (eV): -9.27
Kohn-Sham gap (eV): 7.034

Atomic charges from the Löwdin analysis, expressed in e, are listed below: -0.1958, 0.0379, 0.0869, 0.1133, -0.0666, 0.1398, -0.2056, -0.2696, -0.0151, -0.1846, 0.1032, 0.1390, 0.0600, -0.1710, 0.1125, 0.1021, -0.1682, 0.1312, 0.1231, -0.0605, -0.1620, 0.0556, 0.0945, 0.1053, 0.0353, 0.0220, -0.0263, -0.1410, 0.1413, -0.0173, 0.1159, -0.3489, 0.1344, 0.1070, 0.1053, -0.0322, 0.1308, 0.0615, 0.0220, 0.1349, -0.0418, 0.0953, 0.0028, 0.1420, -0.2250, 0.0755, 0.0859, 0.0765, 0.1227, 0.1393, 1.4493, -0.2704, 0.1272, 0.0552, 0.1062, -0.0255, 0.0978, 0.1200, -0.0393, 0.1396, -0.0233, 0.0961, 0.0726, 0.0522, 0.0400, 0.0000, -0.0518, 0.0326, 0.0206, 0.1391, 0.0382

=====

The following is a DFT calculation (wB97M-V/def2-TZVPD) of C31H32MoN2O5S2Sb as an isolated structure.

CARTESIAN COORDINATES (ANGSTROEM)
1 Sb -2.085 2.926 -2.080
2 H -3.510 4.470 -7.637
3 H -4.367 0.909 -1.538
4 H -3.616 -2.555 -1.144
5 C -0.966 4.925 -0.022
6 H 4.688 0.302 0.782
7 N -1.910 -4.218 -0.325
8 O 0.467 0.395 1.845
9 C 2.806 3.387 3.726
10 H -1.407 4.279 0.726
11 O -0.455 1.968 0.616
12 C -5.906 1.828 -0.359
13 H 4.538 -0.491 -0.800
14 H -1.320 3.424 -7.179
15 H 4.291 1.272 -0.652
16 C 1.377 2.603 2.025
17 C 1.857 3.578 1.162
18 H -7.262 2.992 0.823
19 O 2.781 0.094 0.174
20 C -0.982 4.566 -1.367
21 C -6.312 2.977 0.308
22 H -3.926 -4.447 0.257
23 C -2.019 3.594 -6.372
24 H -0.345 6.388 1.403
25 C -3.878 2.936 -1.006
26 C 0.215 6.574 -1.931
27 C -4.282 4.090 -0.342
28 C 0.408 1.610 1.517
29 N -2.692 -2.179 -1.019
30 H 0.670 7.214 -2.675
31 H 0.712 7.852 -0.285
32 C 3.286 4.363 2.865
33 H -3.585 -4.798 -1.460
34 H 2.913 -0.961 -2.334
35 H 2.912 0.799 -2.483
36 C -4.155 4.393 -5.597
37 C 1.833 0.033 -0.772
38 H -0.447 5.147 -3.379
39 H -4.535 4.191 -3.497
40 H 5.383 4.125 4.880
41 H -5.116 4.844 -5.800
42 H -6.542 0.953 -0.367
43 H 3.236 5.237 0.908
44 C -0.361 6.111 0.358
45 H -0.730 2.744 -4.889
46 C -0.409 5.398 -2.327
47 C 4.379 4.548 4.803
48 C 4.153 0.306 -0.163
49 H 4.207 5.310 5.563
50 S -0.070 -2.349 -0.463
51 C -1.673 -2.939 -0.610
52 Mo -0.049 0.097 -0.328
53 H -5.821 4.997 0.838
54 H -2.501 -1.240 -1.348
55 C 2.303 -0.063 -2.198
56 C 2.843 4.481 1.571
57 C -3.826 4.024 -4.299
58 H -3.076 -5.923 -0.207
59 H -1.126 -4.736 0.038
60 H 1.465 3.626 0.155
61 C -3.252 4.181 -6.628
62 C -4.686 1.804 -1.017
63 C -2.588 3.445 -4.044
64 H 1.455 -0.124 -2.877
65 C 0.235 6.931 -0.592
66 C 1.864 2.476 3.337
67 H -3.654 4.973 -0.331
68 O 4.209 5.129 3.504
69 S -1.255 0.784 -2.285
70 C -1.685 3.220 -5.079
71 O 3.410 3.508 4.943
72 C -5.504 4.105 0.317
73 C -3.200 -4.870 -0.441
74 H 1.512 1.693 3.993

Summary:
Total energy (eV): -75941.607
Spin multiplicity: 3
⟨S²⟩: 2.057
Total charge: +1
ΔE to the lowest compared entry with this formula, charge and spin (kcal per mole): 0.00
E_LUMO (spin up / spin down) (eV): -2.17 / -2.49
Kohn-Sham gap (spin up / spin down) (eV): 7.291 / 6.924

Atomic charges from the Löwdin analysis, expressed in e, are listed below: 1.3783, 0.1112, 0.0817, 0.1006, -0.1487, 0.0976, -0.0495, -0.0570, -0.1988, 0.1028, -0.2101, -0.0698, 0.0913, 0.1110, 0.0948, -0.1396, -0.0234, 0.1117, -0.1505, -0.3402, -0.0631, 0.0947, -0.0678, 0.1166, -0.3603, -0.0657, -0.1117, -0.5963, 0.1237, 0.1110, 0.1120, -0.2095, 0.0934, 0.0902, 0.0849, -0.0669, -0.4888, 0.0924, 0.0990, 0.1404, 0.1111, 0.1088, 0.1237, -0.0696, 0.0974, -0.1093, -0.1082, -0.0566, 0.1403, 0.6653, -0.8165, 0.9307, 0.1124, -0.0064, -0.1020, 0.0297, -0.1062, 0.0953, 0.1259, 0.1121, -0.0644, -0.1243, -0.3719, 0.0347, -0.0625, 0.0908, 0.0973, 0.0448, 0.1305, -0.1353, 0.0436, -0.0625, -0.0603, 0.1399

=====

> What is the total charge in the third record?

+1